(1)
64
Properties=species:S:1:pos:R:3:forces:R:3 method="wB97M-V/def2-TZVPD" charge=0 homo_energy_ev=-8.44 total_energy_ev=-37073.5409 homo_lumo_gap_ev=9.19
C 8.8634 2.3815 -0.3102 0.040 0.054 -0.074
O 8.1410 1.3388 0.2883 -0.116 -0.230 0.135
C 6.8730 1.1449 -0.2902 -0.242 -0.031 0.026
C 6.1576 0.0310 0.4880 0.525 0.213 0.367
C 6.8588 -1.3223 0.3435 -0.009 0.148 -0.139
C 6.6170 -1.9493 -1.0261 -0.141 -0.151 0.212
C 5.1173 -2.0337 -1.2867 0.131 0.248 -0.170
C 4.4912 -0.6412 -1.1904 -0.203 -0.434 -0.281
N 4.7594 -0.0537 0.1028 0.226 0.121 -0.097
C 3.8088 0.2634 1.0183 -0.120 0.063 0.020
O 4.0836 0.5847 2.1610 -0.072 0.009 0.279
C 2.3877 0.2352 0.5548 -0.248 0.063 0.164
C 1.9364 1.0849 -0.4532 -0.034 -0.140 0.154
C 0.6041 1.1093 -0.7999 -0.196 -0.035 0.013
C -0.3195 0.2847 -0.1503 0.282 0.091 -0.024
O -1.5957 0.3807 -0.6011 0.087 0.047 -0.127
C -2.6425 -0.3353 0.0378 -0.422 0.053 0.157
C -3.0689 0.3303 1.3489 0.058 -0.270 -0.124
C -4.2959 -0.3986 1.9122 0.163 0.082 0.089
N -5.4190 -0.4432 1.0000 -0.144 0.048 0.167
C -6.1272 0.8178 0.8550 0.109 -0.070 0.051
C -7.4836 0.5944 0.2417 -0.084 -0.126 0.089
C -8.2883 -0.4640 0.6561 -0.062 0.070 -0.069
C -9.5305 -0.6219 0.0697 0.049 0.078 -0.008
C -9.9302 0.2821 -0.9043 0.044 -0.007 0.019
C -9.0556 1.3002 -1.2456 -0.381 -0.062 -0.137
N -7.8637 1.4530 -0.6936 0.399 0.274 -0.001
C -5.0313 -1.0356 -0.2657 0.100 -0.011 -0.197
C -3.8267 -0.3533 -0.9278 0.175 -0.141 0.246
C 0.1283 -0.5536 0.8664 -0.359 -0.056 -0.064
C 1.4673 -0.5643 1.2157 0.292 0.136 -0.129
H 8.3337 3.3380 -0.2189 0.029 -0.019 0.000
H 9.0450 2.1823 -1.3748 0.011 0.021 0.039
H 9.8146 2.4425 0.2141 0.021 0.075 -0.062
H 6.2761 2.0688 -0.2250 0.031 -0.097 -0.012
H 6.9855 0.8876 -1.3549 -0.019 0.057 0.040
H 6.1710 0.3263 1.5429 -0.004 -0.047 -0.260
H 7.9234 -1.1704 0.5189 0.017 -0.047 0.079
H 6.4749 -1.9931 1.1147 0.020 -0.014 0.063
H 7.0907 -1.3499 -1.8057 0.060 -0.006 -0.091
H 7.0620 -2.9455 -1.0588 0.065 0.030 -0.065
H 4.9186 -2.4496 -2.2757 -0.052 -0.036 -0.011
H 4.6531 -2.6839 -0.5422 -0.073 -0.048 0.010
H 3.4129 -0.7089 -1.3365 0.206 0.058 -0.052
H 4.9061 0.0020 -1.9755 -0.080 -0.034 -0.042
H 2.6343 1.7382 -0.9566 0.071 0.052 -0.086
H 0.2425 1.7646 -1.5767 -0.046 0.085 -0.085
H -2.3268 -1.3719 0.2300 0.003 0.092 -0.027
H -3.3116 1.3752 1.1468 0.039 0.058 -0.029
H -2.2554 0.3096 2.0753 0.010 0.051 0.027
H -4.6182 0.0750 2.8421 0.027 -0.080 0.010
H -4.0221 -1.4355 2.1381 0.026 0.026 0.093
H -5.5985 1.5663 0.2481 -0.091 -0.001 0.065
H -6.2688 1.2367 1.8567 0.080 0.036 -0.033
H -7.9256 -1.1400 1.4136 0.047 -0.079 0.063
H -10.1798 -1.4335 0.3661 -0.036 -0.048 0.025
H -10.8919 0.1965 -1.3858 -0.068 0.012 -0.060
H -9.3132 2.0317 -2.0009 -0.112 0.004 -0.073
H -5.8902 -1.0040 -0.9386 0.050 -0.122 -0.016
H -4.7874 -2.0859 -0.0720 -0.046 -0.022 -0.090
H -4.0736 0.6734 -1.2000 0.025 0.068 -0.041
H -3.5523 -0.8845 -1.8395 0.009 0.015 -0.054
H -0.5509 -1.1995 1.3999 -0.092 -0.032 0.025
H 1.8058 -1.2053 2.0160 0.023 -0.040 0.101

(2)
66
Properties=species:S:1:pos:R:3:forces:R:3 method="wB97M-V/def2-TZVPD" charge=0 homo_energy_ev=-8.67 total_energy_ev=-41169.4730 homo_lumo_gap_ev=9.30
C -5.0036 0.4580 0.5567 0.052 -0.163 -0.195
C -4.0217 -0.1648 -0.4276 0.133 0.237 0.209
C -2.6117 0.3867 -0.2339 -0.131 -0.299 -0.266
C -1.6239 -0.2726 -1.2026 -0.465 0.214 0.239
N -0.2748 0.2352 -1.0659 0.392 -0.327 0.157
C 0.1877 1.3400 -1.6807 -0.187 0.147 -0.131
O 1.3197 1.7677 -1.5124 0.271 0.171 -0.083
C -0.7592 2.0499 -2.6449 0.004 0.117 -0.053
N -0.2063 3.3317 -2.9947 0.288 -0.248 -0.008
C -0.9086 4.4716 -2.7936 0.145 -0.328 -0.198
O -2.0908 4.4880 -2.4963 -0.062 0.238 0.067
C -0.1347 5.7030 -3.0158 -0.727 1.070 0.209
C -0.5379 7.0119 -2.9472 0.059 -0.929 0.006
C 0.6014 7.7906 -3.2418 0.504 -0.261 -0.119
C 1.6111 6.9034 -3.4671 -0.100 0.840 0.012
O 1.1805 5.6433 -3.3335 0.061 -0.515 -0.009
C 0.6610 -0.5113 -0.2347 -0.017 0.237 -0.215
C 1.0277 -1.8484 -0.8957 0.240 0.355 0.305
O 0.4948 -2.2739 -1.8978 -0.238 -0.072 -0.319
N 2.0131 -2.4897 -0.2384 0.223 -0.052 0.065
C 2.5072 -3.7963 -0.6153 -0.088 -0.039 -0.241
C 2.2072 -4.8420 0.4825 0.038 -0.152 -0.038
C 3.5586 -5.4502 0.8673 0.005 0.046 0.119
C 4.5620 -4.3455 0.5493 0.036 -0.167 -0.142
C 4.0373 -3.7870 -0.7705 0.031 0.029 0.072
C 0.1369 -0.6997 1.1685 0.128 0.025 0.103
C 0.2545 0.3342 2.0867 0.013 -0.235 -0.190
C -0.2535 0.2183 3.3687 -0.132 0.035 0.327
C -0.8934 -0.9546 3.7570 0.012 -0.069 -0.164
O -1.4295 -1.1828 4.9849 0.017 -0.217 -0.277
C -1.3592 -0.1632 5.9527 0.018 0.180 0.163
C -1.0095 -1.9998 2.8381 -0.102 0.059 0.199
C -0.5039 -1.8714 1.5625 0.036 0.181 0.102
H -4.6997 0.2487 1.5801 -0.003 0.008 0.135
H -6.0030 0.0574 0.4058 -0.135 0.016 0.058
H -5.0418 1.5366 0.4234 -0.038 0.131 0.031
H -4.3531 0.0371 -1.4483 -0.012 -0.080 -0.084
H -4.0057 -1.2483 -0.2908 -0.011 -0.076 -0.078
H -2.2906 0.2024 0.7925 0.026 0.058 0.032
H -2.6215 1.4675 -0.3860 0.034 0.086 0.036
H -1.5917 -1.3461 -1.0137 -0.021 0.059 -0.153
H -1.9621 -0.1368 -2.2315 0.009 -0.117 0.015
H -1.7448 2.2318 -2.2122 0.078 -0.154 -0.083
H -0.8686 1.4271 -3.5424 -0.103 -0.017 0.160
H 0.8043 3.3710 -3.0313 -0.109 0.086 0.039
H -1.5255 7.3525 -2.7155 -0.233 -0.014 0.059
H 0.6620 8.8587 -3.2807 0.090 0.208 -0.029
H 2.6436 7.0442 -3.7209 0.135 -0.097 -0.030
H 1.5686 0.1074 -0.2076 -0.200 -0.217 0.027
H 2.3925 -2.0805 0.6012 -0.128 0.099 -0.005
H 2.0067 -4.0335 -1.5565 0.090 0.025 0.147
H 1.7602 -4.3388 1.3421 -0.050 -0.004 0.001
H 1.5046 -5.5978 0.1371 -0.105 0.004 0.039
H 3.7678 -6.3217 0.2458 0.042 -0.071 0.001
H 3.5887 -5.7593 1.9109 0.013 -0.106 0.012
H 4.5344 -3.5782 1.3253 0.036 0.061 0.085
H 5.5825 -4.7158 0.4698 0.077 0.062 0.078
H 4.3254 -4.4464 -1.5892 0.041 -0.035 -0.048
H 4.4078 -2.7870 -0.9906 -0.001 0.003 -0.120
H 0.7432 1.2510 1.7911 0.066 0.122 -0.042
H -0.1456 1.0462 4.0511 -0.004 0.056 0.095
H -1.8526 -0.5629 6.8371 0.046 0.075 -0.040
H -1.8829 0.7399 5.6239 0.032 -0.030 0.004
H -0.3222 0.0862 6.1995 -0.042 0.001 -0.021
H -1.5085 -2.9030 3.1510 -0.068 -0.120 0.043
H -0.6111 -2.6894 0.8652 -0.011 -0.128 -0.071

(3)
67
Properties=species:S:1:pos:R:3:forces:R:3 method="wB97M-V/def2-TZVPD" charge=0 homo_energy_ev=-7.34 total_energy_ev=-43216.5540 homo_lumo_gap_ev=8.01
C -0.7952 -2.2860 -2.8756 0.116 -0.060 0.394
C -0.1832 -2.8847 -1.6136 -0.097 -0.228 -0.547
O -0.3058 -2.0163 -0.4968 0.125 0.407 0.289
C 0.5945 -0.9623 -0.4494 0.029 0.184 -0.118
C 1.9403 -1.1656 -0.2091 -0.268 0.169 -0.054
C 2.8449 -0.1098 -0.1132 -0.401 0.261 -0.009
N 4.1737 -0.4321 0.1673 0.329 -0.018 0.020
C 5.0613 0.5102 0.8129 0.391 -0.198 0.332
C 6.1522 -0.2939 1.5289 -0.226 0.329 0.098
O 6.8672 -1.1151 0.6338 0.154 0.017 -0.073
C 5.9999 -2.0102 -0.0214 -0.207 -0.087 -0.314
C 4.9003 -1.2594 -0.7756 0.305 -0.173 0.092
C 2.3520 1.2052 -0.2636 0.054 -0.403 -0.024
O 3.2666 2.2200 -0.2409 -0.010 -0.351 -0.043
C 2.8308 3.5658 -0.1929 -0.119 0.376 0.141
C 2.2588 3.9567 1.1659 0.135 -0.250 -0.300
C 0.9956 1.4083 -0.4741 0.010 0.209 -0.009
C 0.1128 0.3431 -0.5817 0.259 -0.199 0.025
N -1.2533 0.4950 -0.8368 0.075 -0.518 0.094
C -1.9364 1.6157 -1.1650 -0.422 -0.277 -0.087
O -1.4688 2.7283 -1.2442 0.108 0.256 -0.053
C -3.4161 1.3136 -1.4877 -0.036 0.438 -0.179
C -4.1978 2.5958 -1.7332 0.162 -0.050 0.071
N -4.0083 0.4999 -0.4355 0.093 0.148 -0.469
C -4.2166 -0.8493 -0.6057 -0.278 -0.070 0.201
O -3.9456 -1.4509 -1.6164 0.092 -0.181 -0.129
C -4.7829 -1.4201 0.6764 -0.047 -0.323 0.019
C -3.8198 -2.5115 1.1875 -0.077 0.036 -0.055
C -2.5823 -1.8793 1.7465 0.078 -0.135 -0.046
C -2.7084 -0.8544 2.5750 -0.012 0.101 0.133
C -4.0824 -0.3637 2.9130 -0.068 0.071 -0.078
C -4.8992 -0.2196 1.6157 -0.085 0.082 0.316
C -4.3365 0.9536 0.8287 -0.258 -0.294 0.208
O -4.1842 2.0752 1.2267 0.133 0.218 0.086
H -0.6915 -2.9854 -3.7005 0.025 -0.063 -0.135
H -1.8528 -2.0832 -2.7204 -0.069 0.017 -0.023
H -0.2880 -1.3585 -3.1362 0.050 0.077 -0.072
H 0.8713 -3.1344 -1.7838 -0.095 -0.014 0.099
H -0.7196 -3.7928 -1.3260 0.120 0.041 -0.041
H 2.3008 -2.1736 -0.0704 0.029 -0.106 0.093
H 4.5030 1.0920 1.5443 0.067 0.031 -0.014
H 5.5319 1.1934 0.0911 -0.043 -0.001 0.106
H 6.8873 0.3729 1.9823 -0.071 -0.006 0.022
H 5.6887 -0.9146 2.3113 0.030 0.075 -0.033
H 6.6192 -2.5888 -0.7092 -0.078 -0.011 0.022
H 5.5377 -2.6869 0.7142 0.013 0.030 -0.081
H 4.2237 -1.9664 -1.2544 0.034 0.000 -0.004
H 5.3687 -0.6352 -1.5552 -0.038 -0.075 -0.026
H 3.7396 4.1406 -0.3934 -0.172 -0.035 -0.044
H 2.1092 3.7716 -0.9916 0.102 -0.025 0.010
H 2.9947 3.7751 1.9459 0.056 0.011 0.078
H 1.3651 3.3803 1.3903 -0.091 0.007 0.065
H 2.0020 5.0121 1.1613 -0.051 0.126 0.027
H 0.5943 2.3979 -0.6034 0.021 0.060 0.011
H -1.7303 -0.3999 -0.8563 -0.086 0.223 -0.041
H -3.4330 0.6827 -2.3879 0.034 0.093 0.238
H -3.7339 3.1394 -2.5509 -0.011 0.035 -0.063
H -4.1740 3.2223 -0.8465 -0.025 0.050 -0.060
H -5.2296 2.3680 -1.9904 -0.071 -0.052 -0.038
H -5.7516 -1.8769 0.4572 0.059 0.098 -0.059
H -4.3259 -3.0846 1.9700 -0.041 -0.061 -0.049
H -3.5840 -3.1873 0.3653 -0.072 -0.041 0.051
H -1.6236 -2.2627 1.4403 0.183 -0.007 0.026
H -1.8570 -0.3485 3.0005 0.208 0.018 0.032
H -4.5838 -1.0800 3.5705 -0.051 0.048 0.044
H -4.0482 0.6025 3.4160 -0.069 -0.062 0.030
H -5.9383 0.0065 1.8700 0.062 0.029 -0.100